Record 1
C53H76IN3O19 | wB97M-V/def2-TZVPD

```
152
Properties=species:S:1:pos:R:3:forces:R:3
C 3.27022 -1.99786 0.51638 -0.2 0.4 0.7
C 4.80413 -2.14593 0.42271 -0.7 -0.3 -0.4
C 5.40852 -1.95837 -1.01578 0.0 0.4 1.5
I 4.08762 -2.79754 -2.52010 0.6 0.1 0.1
C 5.64731 -0.47087 -1.26223 -0.2 -0.6 -0.2
C 6.78932 -0.03128 -2.00708 0.6 -0.5 -0.4
N 7.10546 1.22028 -2.25784 -1.2 -0.8 1.0
C 6.20183 2.07718 -1.68944 0.4 1.5 -0.5
C 6.40430 3.48367 -1.83800 0.4 -0.2 -0.2
C 5.55666 4.39904 -1.29926 -0.7 0.2 0.3
C 4.38890 3.97930 -0.57594 0.5 0.5 0.0
C 3.37760 4.92904 0.05670 -0.1 -0.7 0.0
C 1.94371 4.64388 -0.50195 0.2 0.2 1.1
C 1.10743 3.74296 0.47935 -0.3 0.6 -0.9
C 0.10814 2.85900 -0.30816 0.2 0.6 0.2
N 0.60477 1.47728 -0.51536 0.0 -0.1 -0.1
C -0.49785 0.58501 -0.79000 -0.8 -0.3 0.4
C -0.63706 -0.10572 -2.13767 0.3 -0.4 -0.2
O -1.34435 0.37360 0.05862 0.6 0.0 -0.3
C 4.18440 2.63816 -0.44024 -0.3 0.0 0.2
C 5.06986 1.67214 -0.97078 -0.6 -0.1 0.4
N 4.78051 0.36070 -0.74360 0.8 0.2 -0.5
H 2.87552 -1.11406 -0.00171 0.4 -0.2 0.0
H 2.71114 -2.87097 0.16480 0.4 0.1 0.1
H 3.01923 -1.85995 1.58615 0.0 -0.2 -0.4
H 5.28280 -1.41866 1.09923 -0.1 -0.1 -0.4
H 5.04612 -3.14527 0.82175 0.1 0.3 -0.4
H 6.35627 -2.51346 -0.99385 -0.3 0.2 -0.7
H 7.46517 -0.80340 -2.39426 -0.2 0.2 0.1
H 7.28359 3.83525 -2.37692 -0.3 -0.2 0.1
H 5.77623 5.46007 -1.42446 -0.1 -0.2 0.1
H 3.34076 4.67616 1.13175 0.1 0.3 -0.3
H 3.68127 5.98183 0.00278 -0.1 -0.3 -0.3
H 1.97377 4.16177 -1.48812 0.1 0.3 0.2
H 1.42209 5.60927 -0.56350 0.0 -0.4 -0.3
H 1.75173 3.17414 1.16648 -0.2 0.0 -0.3
H 0.51524 4.43920 1.09541 0.2 -0.4 0.0
H -0.86002 2.88929 0.22432 0.2 -0.3 -0.3
H -0.01915 3.31537 -1.29890 -0.1 -0.3 0.6
H 1.00166 1.17265 0.37399 -0.2 -0.1 -0.1
H -1.12608 -1.07860 -1.97817 0.1 0.4 0.1
H -1.30385 0.44802 -2.81870 0.4 0.1 0.3
H 0.31910 -0.31387 -2.63540 -0.2 0.4 0.2
H 3.29973 2.29315 0.09549 0.4 -0.2 -0.2
O 9.93067 6.12917 0.65070 -0.2 0.0 -0.2
C 10.07299 5.05693 0.14153 0.2 0.1 0.4
O 9.10036 4.43342 -0.57097 0.2 0.1 0.0
C 9.54270 3.12098 -0.95553 0.1 -0.2 -0.2
C 11.05965 3.17915 -0.90693 0.2 -0.1 0.1
C 11.30537 4.17736 0.21854 0.0 -0.2 -0.6
H 9.13148 2.39483 -0.25011 0.0 0.0 0.0
H 9.17432 2.88969 -1.95063 -0.2 0.0 0.1
H 11.52250 2.20683 -0.74524 -0.1 0.0 0.0
H 11.44541 3.58237 -1.84544 0.0 0.0 0.0
H 11.33275 3.69327 1.19608 0.0 0.1 0.0
H 12.20876 4.75958 0.05734 0.0 0.1 0.3
O 1.84948 -6.27968 -0.73111 -0.1 0.2 -0.1
C 1.60285 -6.11764 0.42991 0.3 -0.3 -0.2
O 1.79354 -4.94066 1.06630 0.0 -0.3 -0.1
C 1.51009 -5.08565 2.47677 -0.1 0.0 -0.3
C 0.60155 -6.29747 2.56777 -0.1 -0.2 0.1
C 1.08999 -7.15741 1.40632 -0.4 0.3 0.3
H 2.45216 -5.23036 3.00841 0.0 0.0 -0.1
H 1.03182 -4.18812 2.84892 0.3 -0.3 -0.7
H 0.64580 -6.79538 3.53498 0.0 0.1 0.0
H -0.43387 -5.99953 2.39130 0.0 0.0 0.0
H 1.91711 -7.80649 1.70071 0.0 0.0 -0.1
H 0.28114 -7.73895 0.96880 0.2 -0.1 -0.2
O -7.55023 0.13683 1.08100 0.1 -0.2 0.2
C -6.43081 0.46781 0.80843 -0.3 0.4 -0.1
O -5.36854 0.24252 1.61852 -0.2 -0.1 -0.1
C -4.18988 0.85536 1.05676 0.3 0.0 0.0
C -4.48460 1.00185 -0.42359 0.0 0.1 -0.2
C -5.99229 1.21931 -0.43066 0.5 -0.3 -0.1
H -4.03311 1.82020 1.54665 -0.1 0.0 0.0
H -3.32780 0.22352 1.24169 -0.1 0.0 0.2
H -3.91962 1.80362 -0.89728 0.0 0.0 0.1
H -4.24552 0.07186 -0.94294 0.0 0.0 0.0
H -6.25368 2.27401 -0.31563 -0.1 0.0 0.0
H -6.45386 0.80592 -1.32274 -0.2 0.2 0.1
O -6.95388 0.84343 -3.56641 0.0 0.0 -0.3
C -8.05172 1.31388 -3.65638 0.2 0.1 0.3
O -8.59173 1.72236 -4.82894 0.1 -0.1 0.1
C -9.86921 2.33735 -4.59005 -0.3 0.1 0.0
C -10.33184 1.78855 -3.25105 -0.1 0.0 0.2
C -9.01319 1.58384 -2.51602 -0.5 -0.2 -0.3
H -9.73414 3.42146 -4.57141 0.0 0.0 0.0
H -10.55038 2.08239 -5.39919 0.2 0.0 -0.1
H -11.02885 2.44611 -2.73414 0.0 0.0 -0.1
H -10.82401 0.82505 -3.39552 0.0 0.0 0.0
H -8.69354 2.48521 -1.98998 0.1 -0.1 0.1
H -9.05370 0.73976 -1.83175 0.3 0.1 0.1
O -1.01050 5.52247 -1.60308 -0.2 -0.3 0.1
C -1.28492 5.10808 -2.69333 0.2 0.4 -0.1
O -1.31794 3.78199 -3.00080 -0.2 0.3 -0.1
C -1.57493 3.62255 -4.41165 0.0 -0.1 -0.3
C -2.23939 4.91711 -4.84162 -0.2 0.1 -0.2
C -1.59760 5.93747 -3.91802 -0.4 -0.3 -0.2
H -0.62373 3.45113 -4.92096 0.0 0.0 0.1
H -2.21791 2.75836 -4.56782 0.1 -0.1 0.2
H -2.10659 5.13737 -5.89936 0.0 -0.1 0.0
H -3.31101 4.86758 -4.64013 0.0 0.0 0.0
H -0.66530 6.33077 -4.32778 0.0 0.1 0.1
H -2.28024 6.74831 -3.67613 0.2 0.1 0.1
O -4.98261 6.84715 -3.85417 0.0 0.3 0.0
C -5.19949 7.04024 -2.69224 0.2 -0.4 -0.1
O -5.09308 8.25588 -2.10737 -0.1 -0.1 -0.1
C -5.30776 8.13713 -0.68992 0.0 0.1 0.3
C -6.09843 6.85208 -0.51311 -0.1 -0.2 0.1
C -5.57684 5.99648 -1.66080 -0.4 0.3 0.3
H -4.33535 8.09891 -0.19405 0.0 0.0 0.0
H -5.85082 9.00918 -0.33176 0.1 0.1 -0.2
H -5.97116 6.40027 0.46937 0.1 0.1 0.0
H -7.16279 7.04876 -0.65660 0.0 0.0 0.0
H -4.68155 5.43755 -1.38014 0.0 0.0 -0.1
H -6.33871 5.32474 -2.04853 0.2 -0.1 -0.2
O 0.88677 -3.77274 4.64234 0.1 0.5 0.8
C 1.68861 -2.88841 4.76273 -0.3 -0.1 0.6
O 2.87989 -2.87475 4.11875 -0.1 0.0 0.0
C 3.65721 -1.74478 4.55117 0.2 0.2 0.0
C 2.64589 -0.75333 5.09915 -0.1 0.2 0.1
C 1.56577 -1.67322 5.65681 0.2 0.4 -0.4
H 4.36466 -2.08177 5.31212 0.0 0.0 0.0
H 4.21436 -1.34377 3.70630 0.0 -0.2 -0.1
H 3.06821 -0.07013 5.83407 0.1 -0.1 0.0
H 2.23322 -0.15582 4.28361 0.0 0.0 0.0
H 1.77193 -1.97049 6.68624 -0.1 -0.1 0.0
H 0.57532 -1.23249 5.57965 -0.1 -0.2 0.2
O -2.97540 -7.08205 1.98305 0.1 0.0 0.3
C -3.50049 -6.00904 1.89638 -0.1 -0.3 -0.3
O -4.00091 -5.33723 2.96048 0.1 -0.1 -0.1
C -4.65929 -4.13719 2.51597 -0.1 0.3 0.0
C -4.05484 -3.83188 1.15658 0.0 0.1 -0.2
C -3.74751 -5.22622 0.62311 0.1 0.6 0.2
H -5.73285 -4.33085 2.46011 0.0 0.0 0.0
H -4.48340 -3.33992 3.23487 0.0 -0.2 0.1
H -4.71226 -3.24714 0.51513 -0.1 0.0 0.1
H -3.12457 -3.27381 1.28127 0.0 0.0 0.0
H -4.60078 -5.66214 0.10096 0.1 -0.1 0.0
H -2.86715 -5.23366 -0.01476 -0.1 -0.3 -0.1
O 2.68089 -11.40241 3.78612 -0.1 0.0 0.3
C 1.51588 -11.23386 3.57774 0.2 -0.2 -0.3
O 0.55383 -11.40993 4.52182 0.1 0.1 -0.1
C -0.74697 -11.23431 3.93178 -0.2 0.0 0.0
C -0.50604 -10.39978 2.68759 -0.2 0.2 -0.3
C 0.88058 -10.84597 2.25762 -0.4 0.3 0.2
H -1.15915 -12.21923 3.69881 0.0 0.0 0.0
H -1.40486 -10.73794 4.64214 0.1 -0.1 0.1
H -1.26818 -10.53885 1.92254 0.0 0.0 0.1
H -0.48452 -9.34041 2.95205 -0.1 0.0 0.0
H 0.84492 -11.72335 1.60971 0.1 0.0 0.0
H 1.43357 -10.04271 1.77971 0.2 -0.2 -0.1
```
Positions in Å, forces in eV/Å.

Kohn-Sham gap (eV): 8.5632
Largest force on an atom (Eh/bohr): 0.034
Energy (eV): -107669.193
SMILES: CC[C@@H](I)c1cnc2ccc(CCCCNC(C)=O)cc2n1.O=C1CCCO1.O=C1CCCO1.O=C1CCCO1.O=C1CCCO1.O=C1CCCO1.O=C1CCCO1.O=C1CCCO1.O=C1CCCO1.O=C1CCCO1
LUMO energy (eV): -0.30

Löwdin population analysis, charges in e, atoms 1 to 99:
1 C -0.176
2 C -0.292
3 C -0.643
4 I 0.858
5 C -0.340
6 C -0.073
7 N 0.142
8 C -0.215
9 C -0.026
10 C -0.011
11 C -0.201
12 C -0.137
13 C -0.177
14 C -0.171
15 C -0.212
16 N 0.033
17 C -0.452
18 C 0.008
19 O 0.062
20 C 0.026
21 C -0.183
22 N 0.189
23 H 0.046
24 H 0.025
25 H 0.057
26 H 0.100
27 H 0.108
28 H 0.079
29 H 0.120
30 H 0.105
31 H 0.119
32 H 0.113
33 H 0.110
34 H 0.116
35 H 0.098
36 H 0.094
37 H 0.112
38 H 0.116
39 H 0.077
40 H 0.108
41 H 0.084
42 H 0.081
43 H 0.079
44 H 0.103
45 O 0.123
46 C -0.485
47 O 0.012
48 C -0.177
49 C -0.154
50 C -0.077
51 H 0.130
52 H 0.100
53 H 0.116
54 H 0.119
55 H 0.131
56 H 0.124
57 O 0.110
58 C -0.485
59 O 0.014
60 C -0.157
61 C -0.139
62 C -0.078
63 H 0.130
64 H 0.089
65 H 0.121
66 H 0.108
67 H 0.124
68 H 0.122
69 O 0.108
70 C -0.487
71 O 0.023
72 C -0.160
73 C -0.154
74 C -0.079
75 H 0.129
76 H 0.098
77 H 0.113
78 H 0.121
79 H 0.129
80 H 0.092
81 O 0.111
82 C -0.481
83 O 0.032
84 C -0.155
85 C -0.155
86 C -0.080
87 H 0.127
88 H 0.125
89 H 0.117
90 H 0.121
91 H 0.129
92 H 0.128
93 O 0.113
94 C -0.471
95 O -0.008
96 C -0.145
97 C -0.151
98 C -0.066
99 H 0.130


Record 2
C31H58BN8Rh | wB97M-V/def2-TZVPD

```
99
Properties=species:S:1:pos:R:3:forces:R:3
Rh -0.18033 -0.95132 0.12110 0.2 0.5 0.6
C -3.60744 -3.13882 -1.80104 0.0 0.0 -0.1
C -2.13953 -2.82609 -2.12053 -0.1 0.0 0.1
C -1.23602 -3.51580 -1.12557 0.1 -0.1 0.1
C -1.94782 -1.33918 -2.21612 0.1 0.3 0.1
C -2.57855 -0.53399 -3.14642 -0.1 -0.2 -0.1
C -2.20834 0.77040 -2.90264 0.2 0.2 0.0
C -2.75264 1.92629 -3.70000 0.0 0.0 0.0
C -1.69743 2.70570 -4.47501 0.0 0.0 0.0
C -3.63550 2.84496 -2.86005 -0.1 -0.1 0.0
N -1.34349 0.77339 -1.86012 -0.2 -0.2 -0.1
N -1.19481 -0.52056 -1.43895 -0.8 -0.2 -0.8
B -0.53138 1.87671 -1.11743 -0.1 0.1 -0.2
N -0.98627 1.83059 0.34834 0.0 0.1 0.3
N -1.06067 0.59927 0.92878 -0.2 0.3 0.4
C -1.59811 0.73920 2.16653 0.2 0.1 -0.1
C -1.81797 2.08637 2.37395 -0.1 -0.1 0.1
C -1.41868 2.75367 1.23053 0.0 0.1 -0.2
C -1.36719 4.25485 1.10883 0.0 0.0 0.0
C 0.08992 4.71872 1.10545 0.0 0.0 0.0
C -2.16845 4.88920 -0.02602 0.0 0.0 0.0
C -1.87997 -0.36895 3.12057 0.0 -0.1 0.1
C -0.74259 -0.50714 4.13810 0.0 0.0 0.0
C -2.13737 -1.64888 2.35199 -0.3 0.0 0.0
N 0.95195 1.44056 -1.13313 0.4 0.0 0.0
N 1.22574 0.19104 -0.63418 0.7 -0.3 -0.1
C 2.54395 -0.07122 -0.83521 -0.3 0.0 0.0
C 3.10092 1.02862 -1.43553 0.3 -0.1 0.0
C 2.10655 1.97682 -1.59178 -0.4 0.3 -0.1
C 2.48281 3.35940 -2.10145 0.0 0.0 0.0
C 3.33485 4.05191 -1.02376 0.0 0.0 0.0
C 1.43489 4.30823 -2.65872 0.0 -0.1 0.0
C 3.26584 -1.30251 -0.39818 0.0 0.0 0.1
C 4.58300 -1.48875 -1.14726 0.0 0.0 -0.1
C 3.52556 -1.20514 1.10980 0.1 0.0 0.0
H -3.77894 -4.21452 -1.83338 0.0 0.0 0.0
H -3.87122 -2.77499 -0.80493 0.0 0.0 0.0
H -4.27910 -2.67058 -2.51841 0.0 0.0 0.0
H -1.91238 -3.22235 -3.11300 0.0 0.0 0.0
H -1.49563 -3.19914 -0.10661 0.0 0.0 0.0
H -1.38382 -4.59688 -1.15004 0.0 0.0 -0.1
H -0.18052 -3.32510 -1.35067 0.0 0.0 0.1
H -3.25152 -0.86357 -3.92106 0.0 0.0 0.0
H -3.39829 1.43826 -4.43266 0.0 0.0 0.0
H -1.12497 3.33058 -3.79994 0.2 0.1 0.1
H -1.01701 2.04701 -5.01748 0.0 0.0 0.0
H -2.18497 3.35838 -5.19889 0.0 0.0 0.0
H -3.04149 3.39744 -2.13898 0.1 0.1 0.1
H -4.13431 3.56529 -3.50858 0.0 0.0 0.0
H -4.40392 2.28499 -2.32431 0.0 0.0 0.0
H -0.69355 2.93892 -1.60107 0.0 0.0 0.0
H -2.24032 2.53345 3.25917 0.0 0.0 0.0
H -1.81995 4.59932 2.04049 0.0 0.0 0.0
H 0.60919 4.32489 0.23281 0.0 0.0 0.0
H 0.13693 5.80729 1.06818 0.0 0.0 0.0
H 0.61942 4.38581 1.99948 0.0 0.0 0.0
H -1.63679 4.84300 -0.97553 0.0 -0.1 -0.1
H -3.14655 4.42318 -0.14047 0.0 0.0 0.0
H -2.33078 5.94224 0.20325 0.0 0.0 0.0
H -2.79232 -0.10533 3.65929 0.0 0.1 0.0
H 0.17816 -0.82193 3.64406 0.0 0.0 0.0
H -0.55466 0.43907 4.64424 0.0 0.0 0.0
H -0.99638 -1.25213 4.89220 0.0 0.0 0.0
H -1.24234 -1.79216 1.73636 0.2 -0.6 -0.2
H -2.20803 -2.52275 2.99639 0.1 0.0 0.0
H -3.02438 -1.59373 1.71971 0.0 0.1 0.0
H 4.12903 1.14653 -1.73353 0.0 0.0 0.0
H 3.15957 3.13470 -2.92998 0.0 0.0 0.0
H 2.75461 4.25928 -0.12514 0.0 0.0 0.0
H 4.19309 3.44479 -0.73667 0.0 0.0 0.0
H 3.70699 4.99921 -1.41267 0.0 0.0 0.0
H 0.68910 4.60835 -1.92668 0.0 0.0 0.0
H 1.94355 5.21277 -2.99245 0.0 0.0 0.0
H 0.93974 3.88212 -3.52430 -0.2 -0.1 -0.1
H 2.63218 -2.15691 -0.64479 0.1 0.0 -0.1
H 5.27456 -0.67651 -0.92128 0.0 0.0 0.0
H 5.05723 -2.42048 -0.84072 0.0 0.0 0.0
H 4.43140 -1.52445 -2.22612 0.0 0.0 0.0
H 4.24430 -0.40756 1.30155 0.0 0.0 0.0
H 2.62108 -0.94450 1.66003 0.0 0.0 0.0
H 3.94720 -2.13261 1.50286 0.0 0.0 0.0
C -0.05581 -5.10809 2.74710 0.0 0.0 0.0
C 1.20886 -4.28645 2.96909 0.3 0.1 0.0
C 2.41286 -4.97127 2.31592 0.0 0.0 0.0
C 1.45974 -4.08661 4.45785 0.0 0.0 0.0
N 0.99328 -2.91528 2.43161 -0.6 -0.3 0.0
N 0.92373 -2.87374 0.99225 0.4 0.5 0.2
H 0.03785 -6.07173 3.24794 0.0 0.0 0.0
H -0.23362 -5.33157 1.68935 0.0 0.0 0.0
H -0.92907 -4.59846 3.15524 0.0 0.0 0.0
H 2.62713 -5.91799 2.81144 0.0 0.0 0.0
H 3.30779 -4.34851 2.39684 0.0 0.0 0.0
H 2.23614 -5.20170 1.26159 0.0 0.0 0.0
H 1.56669 -5.05107 4.95276 0.0 0.0 0.0
H 0.62971 -3.55192 4.92298 0.0 0.0 0.0
H 2.37974 -3.52171 4.62916 0.0 0.0 0.0
H 1.72363 -2.29000 2.74229 0.2 -0.1 -0.1
H 0.33737 -3.66094 0.73811 -0.1 0.0 -0.1
H 1.83537 -3.04918 0.57393 0.0 -0.3 0.2
```
Positions in Å, forces in eV/Å.

Total charge: +2
Kohn-Sham gap (eV): 7.4052
Largest force on an atom (Eh/bohr): 0.022
Energy (eV): -48681.294
ΔE to the lowest compared entry with this formula, charge and spin (kJ/mol): 0.0
LUMO energy (eV): -7.37

List of Löwdin charges in e, atom by atom:
1 Rh 1.258
2 C -0.033
3 C -0.348
4 C -0.096
5 C -0.190
6 C 0.057
7 C -0.148
8 C -0.344
9 C -0.037
10 C -0.032
11 N 0.097
12 N -0.038
13 B -0.470
14 N 0.084
15 N -0.014
16 C -0.209
17 C 0.071
18 C -0.147
19 C -0.332
20 C -0.035
21 C -0.045
22 C -0.341
23 C -0.033
24 C -0.047
25 N 0.096
26 N -0.019
27 C -0.214
28 C 0.046
29 C -0.123
30 C -0.325
31 C -0.035
32 C -0.050
33 C -0.373
34 C -0.045
35 C -0.048
36 H 0.095
37 H 0.087
38 H 0.086
39 H 0.157
40 H 0.052
41 H 0.108
42 H 0.078
43 H 0.141
44 H 0.139
45 H 0.048
46 H 0.095
47 H 0.097
48 H 0.044
49 H 0.098
50 H 0.094
51 H 0.106
52 H 0.141
53 H 0.141
54 H 0.043
55 H 0.101
56 H 0.096
57 H 0.062
58 H 0.085
59 H 0.096
60 H 0.156
61 H 0.058
62 H 0.091
63 H 0.091
64 H -0.003
65 H 0.095
66 H 0.098
67 H 0.137
68 H 0.147
69 H 0.073
70 H 0.082
71 H 0.094
72 H 0.056
73 H 0.097
74 H 0.071
75 H 0.106
76 H 0.090
77 H 0.095
78 H 0.097
79 H 0.106
80 H 0.055
81 H 0.086
82 C -0.027
83 C -0.620
84 C -0.032
85 C -0.026
86 N -0.052
87 N -0.027
88 H 0.103
89 H 0.076
90 H 0.080
91 H 0.101
92 H 0.082
93 H 0.080
94 H 0.100
95 H 0.084
96 H 0.094
97 H 0.081
98 H 0.046
99 H 0.055